{"formula": "C32H36NO12PS", "method": "ωB97M-V/def2-TZVPD", "gap_ev": 8.06, "homo_ev": -9.7, "total_energy_ev": -79946.358, "elements": ["C", "O", "C", "C", "C", "C", "C", "C", "C", "O", "S", "O", "O", "P", "N", "H", "H", "H", "H", "H", "H", "H", "H", "H", "H", "H", "H", "H", "H", "H", "H", "H", "H", "H", "H", "C", "C", "C", "O", "C", "C", "C", "O", "H", "H", "H", "H", "C", "C", "C", "O", "C", "C", "C", "O", "H", "H", "H", "H", "C", "C", "C", "O", "C", "C", "C", "O", "H", "H", "H", "H", "C", "C", "C", "O", "C", "C", "C", "O", "H", "H", "H", "H"], "coordinates": [[-1.31, 4.58, 5.70], [-1.11, 3.73, 4.59], [-1.26, 4.40, 3.34], [-2.45, 3.85, 2.56], [-2.22, 2.44, 2.02], [-2.15, 1.37, 3.11], [-2.35, -0.05, 2.57], [-1.85, -1.07, 3.59], [-2.32, -2.50, 3.41], [-1.52, -3.15, 2.38], [-0.81, -4.51, 2.83], [-0.47, -5.18, 1.59], [0.60, -3.86, 3.39], [1.63, -2.90, 2.53], [1.32, -1.40, 2.43], [-0.47, 5.26, 5.84], [-2.23, 5.17, 5.59], [-1.41, 3.94, 6.58], [-0.34, 4.27, 2.75], [-1.37, 5.47, 3.51], [-3.32, 3.87, 3.22], [-2.66, 4.54, 1.73], [-1.30, 2.43, 1.43], [-3.03, 2.17, 1.34], [-1.21, 1.43, 3.65], [-2.95, 1.57, 3.83], [-3.41, -0.21, 2.36], [-1.82, -0.16, 1.62], [-0.76, -1.08, 3.61], [-2.18, -0.76, 4.59], [-2.21, -3.05, 4.34], [-3.36, -2.57, 3.07], [2.74, -3.24, 3.31], [1.78, -3.64, 1.34], [1.08, -1.07, 1.50], [2.72, 2.11, 3.87], [2.12, 3.29, 4.06], [2.90, 4.50, 4.41], [2.35, 5.57, 4.59], [4.37, 4.37, 4.55], [4.97, 3.19, 4.36], [4.19, 1.97, 4.00], [4.75, 0.91, 3.83], [2.18, 1.21, 3.62], [1.05, 3.43, 3.98], [4.91, 5.27, 4.80], [6.04, 3.06, 4.45], [-0.74, 0.35, -3.30], [-1.69, -0.01, -2.44], [-2.45, 0.98, -1.65], [-3.31, 0.65, -0.87], [-2.10, 2.42, -1.85], [-1.15, 2.78, -2.71], [-0.40, 1.78, -3.51], [0.46, 2.12, -4.30], [-0.17, -0.37, -3.87], [-1.93, -1.05, -2.26], [-2.65, 3.13, -1.25], [-0.88, 3.82, -2.87], [-0.45, -4.55, -1.51], [-1.06, -5.69, -1.82], [-1.50, -5.97, -3.21], [-2.05, -7.01, -3.51], [-1.25, -4.92, -4.24], [-0.64, -3.78, -3.92], [-0.19, -3.52, -2.54], [0.40, -2.50, -2.25], [-0.14, -4.32, -0.50], [-1.27, -6.46, -1.09], [-1.58, -5.15, -5.24], [-0.44, -3.00, -4.65], [2.41, -1.28, -6.63], [3.24, -0.56, -7.38], [3.34, -0.78, -8.84], [4.10, -0.13, -9.53], [2.47, -1.83, -9.44], [1.64, -2.55, -8.69], [1.55, -2.33, -7.23], [0.79, -2.98, -6.54], [2.32, -1.15, -5.56], [3.88, 0.21, -6.97], [2.56, -1.97, -10.51], [1.00, -3.32, -9.10]], "mulliken_charge": [-0.875, -0.228, -0.842, -0.947, -0.268, -0.663, -0.130, -0.389, -0.872, -0.079, 0.452, -0.464, -0.299, 0.248, -0.405, 0.274, 0.363, 0.231, 0.435, 0.579, 0.359, 0.356, 0.328, 0.259, 0.228, 0.252, 0.370, 0.076, 0.063, 0.494, 0.444, 0.300, 0.044, 0.051, 0.226, -0.678, 0.166, 0.150, -0.558, -0.459, -0.420, 0.249, -0.551, 0.754, 0.530, 0.416, 0.409, 0.023, -0.220, 0.187, -0.563, -0.328, -0.448, 0.217, -0.561, 0.377, 0.438, 0.447, 0.415, -0.409, -0.308, 0.196, -0.552, -0.387, -0.103, 0.405, -0.563, 0.441, 0.520, 0.448, 0.372, -0.201, -0.420, 0.332, -0.542, -0.387, -0.382, 0.368, -0.462, 0.436, 0.417, 0.394, 0.422]}